Entry 1:
A 2-piece molecular cluster, C41H40NO2 overall in a non-equilibrium geometry. Source: OMol25; level of theory: ωB97M-V with the def2-TZVPD basis set.

The geometry in XYZ format:
```
84
Properties=species:S:1:pos:R:3:forces:R:3
C 4.23837 0.58697 -1.10949 -0.1 -0.1 -0.1
C 4.09309 -0.83470 -0.57804 0.5 -0.2 -0.4
C 3.33287 -0.88452 0.71038 -0.1 -0.1 0.7
C 3.09433 0.28847 1.48227 0.0 -0.5 0.1
C 2.37373 0.18070 2.70905 0.1 -0.4 -0.3
C 1.89156 -1.04642 3.11202 -0.1 -0.6 -0.6
C 2.08245 -2.22720 2.33743 0.9 0.7 0.4
C 1.45595 -3.45047 2.72411 -0.5 -0.9 -0.8
C 1.27217 -4.57881 1.93413 0.5 0.2 0.6
C 0.43295 -5.69766 2.31423 -0.2 -0.7 -0.7
C 0.32868 -6.58085 1.22859 0.1 0.8 1.1
C 1.11800 -6.06370 0.15626 1.1 1.1 0.9
C 1.80229 -4.90689 0.60912 -1.7 -0.4 -1.3
C 2.92134 -2.10318 1.20666 -0.3 0.3 0.1
C 2.15356 1.39191 3.55828 0.0 0.4 0.5
C 2.33633 2.68948 2.77816 -0.1 0.0 0.0
C 3.60839 2.63628 1.95274 0.0 0.1 0.2
N 3.61939 1.47895 1.08205 -0.1 0.3 -0.2
C 4.60792 1.52982 0.02165 0.2 -0.1 -0.1
H 5.00753 0.62785 -1.88555 -0.1 0.0 0.0
H 3.28973 0.90249 -1.55877 0.1 0.1 0.1
H 3.58930 -1.46213 -1.32638 0.1 0.1 0.2
H 5.09076 -1.27941 -0.42702 -0.2 0.1 0.0
H 1.33017 -1.12500 4.04559 0.0 0.1 -0.2
H 0.96379 -3.45387 3.70093 0.0 0.0 -0.3
H -0.06630 -5.76747 3.27982 0.1 -0.1 -0.3
H -0.25246 -7.50067 1.19326 0.1 0.3 0.1
H 1.21338 -6.51992 -0.82602 0.0 0.2 0.2
H 2.25118 -4.20053 -0.08157 -0.2 -0.3 0.1
H 3.30551 -2.99278 0.72628 -0.4 0.4 -0.1
H 1.14494 1.35387 3.98311 0.1 0.0 0.0
H 2.85297 1.37604 4.40951 -0.1 0.0 -0.2
H 1.47604 2.83853 2.11703 0.1 0.0 0.0
H 2.38736 3.53970 3.46173 -0.1 0.0 -0.1
H 3.70369 3.52378 1.31493 0.0 -0.1 0.2
H 4.48901 2.61128 2.62177 -0.1 0.1 -0.1
H 5.60644 1.26173 0.42031 -0.3 0.1 -0.1
H 4.65567 2.56720 -0.33189 0.0 -0.2 0.0
C 5.83040 -1.43934 9.02373 -0.3 -0.1 -0.2
O 4.71041 -2.00250 8.30519 0.4 -0.1 -0.8
C 4.87111 -2.31005 6.99151 0.2 0.1 0.2
C 3.81860 -3.02306 6.36851 0.4 0.1 0.2
C 3.95966 -3.46721 5.07229 0.0 0.2 -0.1
C 5.09669 -3.14051 4.29194 0.4 -0.1 0.3
C 5.21883 -3.61754 2.91268 -0.5 -0.3 -0.2
C 4.50603 -4.78312 2.51719 -0.2 0.7 0.4
C 4.20719 -5.17278 1.21548 2.0 -0.7 0.2
C 4.08294 -6.57885 0.84720 -0.4 -0.6 -0.1
C 4.31094 -6.98118 -0.48929 -0.3 0.1 0.4
C 3.94114 -8.25498 -0.90918 0.2 0.0 0.2
C 3.36436 -9.15319 0.00184 0.0 0.3 0.0
C 3.20122 -8.78368 1.34123 0.3 0.0 0.0
C 3.61776 -7.52758 1.78014 -0.3 0.1 -0.4
C 6.12796 -2.93019 1.99392 0.0 0.4 -0.1
C 6.31912 -1.52508 2.09069 0.0 -0.1 0.1
C 7.20663 -0.85560 1.27833 0.6 -0.3 -0.2
C 8.04308 -1.59199 0.40152 0.1 -0.1 -0.2
O 9.00099 -0.89071 -0.26485 -0.4 -0.6 0.4
C 10.03470 -1.61916 -0.96108 -0.4 0.2 0.1
C 7.85251 -2.98377 0.26497 0.2 0.5 -0.1
C 6.88602 -3.62218 1.02726 -0.2 -0.1 0.2
C 6.12117 -2.39513 4.92942 -0.1 -0.1 -0.3
C 6.02843 -1.98495 6.24765 -0.4 -0.1 0.4
H 5.45050 -1.30491 10.03592 0.2 0.0 -0.1
H 6.68729 -2.12696 9.02779 -0.3 0.1 0.0
H 6.12947 -0.47281 8.59731 -0.1 -0.2 0.1
H 2.92183 -3.23576 6.94510 0.2 0.0 -0.1
H 3.15441 -4.05075 4.62796 0.2 0.2 0.1
H 4.12900 -5.40706 3.32988 0.2 0.1 -0.3
H 4.50202 -4.50667 0.39880 -0.2 -0.2 0.2
H 4.74496 -6.26134 -1.18770 -0.2 -0.2 0.1
H 4.09680 -8.54581 -1.94817 0.0 0.0 0.3
H 3.04755 -10.14239 -0.33447 0.1 0.3 0.1
H 2.73941 -9.47216 2.05203 0.2 0.2 -0.2
H 3.49213 -7.24338 2.82626 -0.1 -0.2 -0.4
H 5.76020 -0.95221 2.83321 0.0 -0.2 -0.4
H 7.34122 0.22419 1.34398 0.0 -0.3 0.0
H 10.66289 -0.83894 -1.38922 0.0 -0.2 0.0
H 10.61728 -2.23895 -0.26675 -0.2 0.2 -0.1
H 9.60826 -2.24492 -1.75581 0.1 0.2 0.1
H 8.47446 -3.55634 -0.42646 -0.3 0.2 0.3
H 6.75545 -4.69919 0.92095 0.2 0.2 0.1
H 7.03233 -2.14666 4.38651 -0.2 -0.2 0.1
H 6.84651 -1.42757 6.71046 -0.3 -0.3 -0.2
```
Forces are in eV/Å.

Frontier orbital gap   4.96 eV
Energy relative to the best compared isomer or geometry (same formula, charge and spin)   0.00 kJ/mol
Strongest force on any atom   2.21 eV/Å
Net charge   +1
HOMO level   -9.5 eV
Total energy   -1791.276108 Eh


Entry 2:
One molecule with the formula C15H21NO6S in a non-equilibrium geometry. Source: OMol25; level of theory: ωB97M-V with the def2-TZVPD basis set.

The geometry in XYZ format:
```
44
Properties=species:S:1:pos:R:3:forces:R:3
C -4.73362 0.48423 0.34427 0.4 1.2 -0.1
C -3.61041 1.04496 -0.59244 -1.3 0.0 0.1
C -4.07336 0.95242 -2.06245 0.3 -0.2 0.1
C -3.26546 2.47886 -0.25611 0.6 -0.1 1.5
O -2.42820 0.20752 -0.61230 1.5 -0.7 1.6
C -1.71265 0.04523 0.55728 0.1 1.2 2.3
O -2.03480 0.48669 1.67311 -0.1 -0.8 -2.0
N -0.49439 -0.59121 0.41957 -1.2 0.3 -0.8
C -0.00033 -0.90879 -0.91252 -0.9 -1.5 -0.3
C 1.28610 -1.72718 -0.69924 0.2 0.3 -1.3
C 2.44641 -1.09260 -1.56634 0.4 -1.9 0.8
O 2.78426 0.24746 -1.13239 1.2 0.6 -1.1
S 3.86736 0.96486 -2.19626 0.5 -0.5 -2.8
C 4.66626 2.18586 -1.17195 -0.5 -0.7 1.0
O 3.15685 1.67658 -3.27743 0.7 -1.4 2.3
O 4.87429 -0.03388 -2.62676 -2.1 1.6 1.3
C 1.40767 -1.78002 0.78493 1.1 0.2 0.1
C 2.41248 -2.34346 1.53410 0.3 -0.2 1.8
C 2.38678 -2.28597 2.95894 -0.1 0.1 -0.6
C 1.33159 -1.62583 3.58942 -0.2 0.2 -2.1
O 1.33767 -1.54123 4.92781 -1.6 0.7 0.9
C 0.31223 -1.02613 2.80215 -0.4 0.3 0.0
C 0.36993 -1.11164 1.40738 -0.3 0.2 0.9
H -4.41106 0.24481 1.34694 0.4 0.2 0.2
H -5.08745 -0.42644 -0.06904 -0.6 -0.8 -0.5
H -5.55956 1.22925 0.45037 0.6 -0.6 -0.4
H -3.37859 1.52409 -2.70047 -0.4 -0.2 0.2
H -5.09856 1.30056 -2.20852 0.2 0.2 0.2
H -4.05595 -0.09899 -2.37356 0.1 0.2 0.0
H -2.95372 2.62512 0.80554 -0.2 -0.4 -0.8
H -2.47901 2.85086 -0.88942 0.4 0.1 -0.4
H -4.12467 3.09962 -0.38338 -0.7 0.4 -0.3
H 0.21037 -0.01099 -1.45556 0.0 0.6 -0.4
H -0.79260 -1.49555 -1.44551 0.8 0.6 0.2
H 1.15144 -2.77809 -1.04016 0.2 0.7 -0.3
H 2.16287 -1.07564 -2.62459 -0.2 0.0 0.2
H 3.34143 -1.77196 -1.48205 -0.7 0.9 0.0
H 5.47388 2.68329 -1.72508 -0.3 -0.6 0.0
H 5.03098 1.58317 -0.30813 -0.1 0.8 -0.5
H 3.91899 2.93642 -0.88293 0.2 -0.4 0.1
H 3.25248 -2.84779 1.07571 0.0 0.0 -0.2
H 3.16258 -2.71033 3.61056 -0.3 0.1 -0.6
H 0.47697 -1.10844 5.17468 1.3 -0.6 0.0
H -0.52747 -0.45967 3.23183 0.5 -0.3 0.0
```
Forces are in eV/Å.

Frontier orbital gap   8.68 eV
Energy relative to the best compared isomer or geometry (same formula, charge and spin)   50.99 kJ/mol
SMILES string   CC(C)(C)OC(=O)N1C[C@@H](COS(C)(=O)=O)c2ccc(O)cc21
Strongest force on any atom   2.94 eV/Å
Net charge   0
HOMO level   -8.1 eV
Total energy   -1488.561900 Eh


Entry 3:
A 2-piece molecular cluster, C3H11N2O overall. Source: OMol25; level of theory: ωB97M-V with the def2-TZVPD basis set.

The geometry in XYZ format:
```
17
Properties=species:S:1:pos:R:3:forces:R:3
C 1.59851 2.51498 0.51226 -0.4 -0.2 -0.4
C 1.83120 1.28740 -0.35213 -0.3 -0.1 0.4
N 1.12701 0.08705 0.26119 0.4 0.2 0.1
H 2.05082 3.36562 0.00740 0.1 0.1 0.2
H 0.53318 2.73160 0.60720 0.0 0.0 0.0
H 2.01358 2.37776 1.50947 0.2 0.2 0.0
H 1.38242 1.37849 -1.33627 0.3 0.1 -0.2
H 2.89360 1.06526 -0.39587 0.0 -0.2 -0.2
H 1.28065 0.08509 1.26638 -0.2 0.1 0.2
H 1.49856 -0.80368 -0.06773 0.0 0.1 -0.3
H 0.09947 0.11104 0.06847 -0.2 -0.1 0.2
C -1.88439 -1.34927 -0.52219 -0.3 -0.5 -0.2
N -1.48994 -2.43792 0.17078 -0.2 0.1 0.2
O -1.59307 -0.19695 -0.24140 0.5 0.0 0.0
H -2.49018 -1.60951 -1.40021 0.0 0.2 -0.1
H -1.92434 -3.32828 -0.02655 0.1 0.1 -0.1
H -1.19938 -2.30540 1.12721 0.1 0.0 0.0
```
Forces are in eV/Å.

Frontier orbital gap   11.42 eV
Energy relative to the best compared isomer or geometry (same formula, charge and spin)   33.89 kJ/mol
Strongest force on any atom   0.62 eV/Å
Net charge   +1
HOMO level   -14.6 eV
Total energy   -305.439827 Eh


Entry 4:
C18H14ClFeO4PSe as an isolated structure in a non-equilibrium geometry. Source: OMol25; level of theory: ωB97M-V with the def2-TZVPD basis set.

The geometry in XYZ format:
```
40
Properties=species:S:1:pos:R:3:forces:R:3
Fe -1.28318 -0.99011 -2.36890 0.2 1.0 -1.0
C 3.12942 -2.34171 -0.59140 -0.1 -0.1 0.0
C 2.95121 -1.18971 0.15770 0.2 0.1 0.2
C 1.68732 -0.68341 0.38260 -0.2 -0.3 0.0
C 0.57491 -1.33571 -0.14100 0.0 -0.1 -0.1
C 0.76191 -2.47811 -0.92590 -0.3 0.0 0.4
C 2.03051 -2.97641 -1.14710 0.4 -0.1 0.0
P -1.15378 -0.73871 0.02720 0.3 0.4 1.1
C -1.22959 -0.48531 1.84230 -0.5 -0.5 0.3
C -2.29828 0.28809 2.31380 0.3 0.0 -0.3
C -2.49169 0.48569 3.66140 0.0 0.0 0.4
C -1.63649 -0.10931 4.58220 0.1 -0.1 0.0
C -0.62069 -0.94211 4.12870 -0.1 0.1 0.5
C -0.43119 -1.14721 2.77740 0.0 0.2 -0.5
C -1.14978 0.99349 -0.53130 -0.1 0.0 -0.5
C -0.73909 2.13309 0.14980 -0.1 -0.1 0.2
C -0.75639 3.34239 -0.51880 0.1 0.3 0.2
C -1.10779 3.38599 -1.86200 -0.2 0.2 -0.2
C -1.47559 2.23549 -2.53860 0.0 0.0 0.0
C -1.54218 1.00069 -1.89170 0.5 0.0 0.6
H 4.12402 -2.74231 -0.74240 0.0 0.1 -0.1
H 3.80992 -0.66861 0.55600 0.1 0.1 0.0
H 1.55222 0.20909 0.97490 0.0 0.2 0.0
H -0.10769 -2.98941 -1.33890 0.1 0.1 -0.1
H 2.16692 -3.85371 -1.76310 0.0 -0.1 -0.1
H -2.95558 0.74789 1.58650 0.0 0.1 0.0
H -3.31259 1.10049 4.01020 0.0 0.0 0.0
H -1.77078 0.05879 5.64300 0.0 0.0 0.1
H 0.02531 -1.43781 4.84400 0.0 0.0 0.0
H 0.36101 -1.79751 2.42930 0.0 0.0 0.0
H -0.42019 2.07729 1.18570 0.0 0.1 0.1
H -0.47659 4.25759 -0.00370 0.1 -0.1 0.0
H -1.07099 4.33349 -2.39510 0.0 0.0 0.1
H -1.68258 2.29139 -3.60270 0.0 0.0 0.0
O 1.79771 1.11669 -1.83160 -0.2 0.6 0.9
Cl 1.82951 0.48269 -3.10200 0.5 0.0 -0.2
O 3.03771 -0.26661 -3.23280 0.9 -0.6 -0.1
O 1.76182 1.45509 -4.13880 -0.2 0.7 -0.8
O 0.72191 -0.43011 -3.23310 -0.7 -0.7 -0.1
Se -2.61068 -2.39161 -3.35190 -1.1 -1.6 -0.8
```
Forces are in eV/Å.

Frontier orbital gap (spin up / spin down)   4.51 / 5.08 eV
Spin multiplicity   5
Strongest force on any atom   2.05 eV/Å
Net charge   -2
HOMO level (spin up / spin down)   0.1 / -0.5 eV
Total energy   -5461.698816 Eh